(1)
Below is C24H45AuGeIO8P2 as an isolated structure, with properties calculated with ωB97M-V with the def2-TZVPD basis set.

Summary:
HOMO energy (spin up / spin down), eV: -11.04 / -11.47

Structure (ORCA input):
```
! RIJCOSX wB97M-V def2-TZVPD def2/J DEFGRID3
* xyz 1 3
Au 1.458 -0.963 -0.289
C -0.155 5.837 0.181
C -0.941 4.686 -0.404
C -1.684 5.059 -1.668
O 0.018 3.635 -0.741
P -0.096 2.149 -0.235
O 1.062 1.381 -0.746
C -1.707 1.551 -0.774
P -2.009 -0.229 -0.769
O -0.836 -1.078 -1.074
O -3.118 -0.491 -1.855
C -4.439 0.137 -1.828
C -4.556 1.010 -3.058
C -5.471 -0.967 -1.792
O -2.664 -0.400 0.652
C -3.111 -1.711 1.136
C -4.306 -1.450 2.020
C -1.964 -2.384 1.855
O -0.277 2.164 1.326
C 0.783 2.712 2.192
C 0.081 3.392 3.342
C 1.692 1.583 2.616
H -0.820 6.676 0.385
H 0.607 6.161 -0.528
H 0.335 5.555 1.113
H -1.635 4.293 0.345
H -0.974 5.373 -2.435
H -2.368 5.883 -1.469
H -2.264 4.222 -2.058
H -1.821 1.878 -1.810
H -2.471 2.027 -0.156
H -4.515 0.745 -0.921
H -4.428 0.406 -3.956
H -3.805 1.801 -3.067
H -5.541 1.476 -3.090
H -5.337 -1.626 -2.651
H -6.472 -0.538 -1.835
H -5.393 -1.562 -0.883
H -3.405 -2.305 0.267
H -4.016 -0.828 2.868
H -4.697 -2.394 2.401
H -5.101 -0.942 1.474
H -1.652 -1.783 2.711
H -1.117 -2.516 1.182
H -2.285 -3.363 2.213
H 1.344 3.442 1.604
H -0.496 2.662 3.912
H -0.597 4.169 2.989
H 0.816 3.848 4.005
H 1.118 0.802 3.115
H 2.445 1.965 3.307
H 2.203 1.144 1.758
I 3.371 -8.243 0.425
C 2.674 -6.445 1.179
C 1.869 -5.635 0.373
C 1.399 -4.436 0.862
C 1.771 -4.034 2.149
C 2.555 -4.857 2.966
C 3.015 -6.065 2.472
C 1.322 -2.700 2.620
O 0.908 -2.842 3.835
O 1.267 -1.682 1.960
H 1.617 -5.945 -0.632
H 0.768 -3.805 0.247
H 2.819 -4.539 3.964
H 3.633 -6.704 3.086
C 4.536 1.106 -0.927
Ge 3.960 -0.264 -2.179
C 5.520 -1.126 -2.988
C 2.808 0.457 -3.565
C 3.115 -1.792 -1.255
H 5.210 1.796 -1.435
H 5.064 0.663 -0.082
H 3.675 1.666 -0.559
H 6.105 -0.386 -3.535
H 5.205 -1.905 -3.682
H 6.149 -1.570 -2.217
H 3.380 1.150 -4.183
H 1.970 0.993 -3.120
H 2.423 -0.340 -4.202
H 3.754 -2.269 -0.510
H 2.720 -2.541 -1.944
*
```

(2)
Below is C24H45BF4OsP2 as an isolated structure at a distorted geometry, with properties calculated with ωB97M-V with the def2-TZVPD basis set.

Summary:
HOMO energy (spin up / spin down), eV: -15.03 / -15.02

Structure (ORCA input):
```
! RIJCOSX wB97M-V def2-TZVPD def2/J DEFGRID3
* xyz 2 5
Os -0.291 -0.449 -1.525
C -1.842 1.651 0.568
C -2.194 0.760 -0.515
C -1.971 -0.479 1.456
C -1.756 0.889 1.761
C -2.269 -0.594 0.042
C -1.818 3.114 0.480
H -1.475 3.436 -0.509
H -1.158 3.549 1.242
H -2.817 3.564 0.630
C -1.697 1.391 3.147
H -1.458 2.454 3.197
H -0.975 0.824 3.750
H -2.680 1.239 3.631
C -2.102 -1.529 2.478
H -3.113 -1.556 2.918
H -1.406 -1.341 3.313
H -1.900 -2.529 2.065
C -3.038 -1.720 -0.530
H -4.100 -1.430 -0.607
H -2.966 -2.623 0.094
H -2.689 -1.964 -1.545
C -2.956 1.240 -1.683
H -3.932 1.626 -1.349
H -3.136 0.437 -2.413
H -2.439 2.055 -2.206
C 1.438 0.448 -2.064
C 0.266 1.296 -2.297
C -0.239 1.513 -3.694
C -1.109 0.362 -4.206
C -1.144 -0.819 -3.268
C 0.039 -1.656 -3.083
C 1.308 -1.353 -3.857
C 2.130 -0.183 -3.249
H 0.592 1.695 -4.381
H -0.765 0.045 -5.201
H -0.821 2.443 -3.707
H 2.341 0.581 -4.023
H 2.111 0.756 -1.258
H 0.191 2.161 -1.651
H 3.110 -0.563 -2.920
H 1.939 -2.257 -3.850
H -0.142 -2.732 -2.945
H 1.061 -1.124 -4.909
H -2.132 0.738 -4.338
H -2.084 -1.368 -3.300
P 1.619 1.650 1.148
C 1.399 2.481 2.747
H 2.306 3.057 2.961
H 1.249 1.687 3.500
H 0.519 3.138 2.704
C 3.229 0.828 1.425
H 3.919 1.559 1.865
H 3.635 0.438 0.485
H 3.064 0.003 2.133
C 2.020 3.068 0.057
H 2.272 2.711 -0.949
H 2.849 3.649 0.470
H 1.123 3.697 -0.031
P 0.857 -2.031 0.406
C -0.132 -3.450 -0.199
H 0.550 -4.279 -0.418
H -0.676 -3.171 -1.112
H -0.861 -3.742 0.565
C 2.419 -2.238 -0.522
H 2.266 -2.020 -1.585
H 2.769 -3.267 -0.398
H 3.154 -1.528 -0.126
C 1.298 -2.623 2.063
H 1.643 -3.662 1.993
H 0.439 -2.574 2.742
H 2.078 -2.004 2.517
F 1.208 -0.221 3.840
B 1.024 -0.686 5.213
F 1.497 -2.012 5.277
F 1.729 0.182 6.066
F -0.376 -0.638 5.477
*
```